## A
Here is a cluster of 2 separate species, C2H7NS2 in total from the OMol25 dataset. Energies are from ωB97M-V/def2-TZVPD.

Calculated values
molar mass = 109.22 g/mol
highest occupied orbital energy = -8.96 eV

The geometry in ORCA input format:
```
! wB97M-V def2-TZVPD RIJCOSX def2/J DEFGRID3
* xyz 0 1
C -1.80 -0.05 0.12
N -0.87 0.20 0.91
C -0.62 1.56 1.31
H -1.96 -1.05 -0.28
H -2.60 0.67 -0.10
H 0.42 1.79 1.12
H -1.24 2.30 0.82
H -0.78 1.72 2.38
S 1.26 -1.76 -2.09
S 2.92 -2.78 -1.39
H 1.35 -0.71 -1.26
H 3.91 -1.89 -1.55
*
```

## B
Here is a cluster of 2 separate species, C2H7NS2 in total from the OMol25 dataset. Energies are from ωB97M-V/def2-TZVPD.

Calculated values
molar mass = 109.22 g/mol
highest occupied orbital energy = -8.26 eV

The geometry in ORCA input format:
```
! wB97M-V def2-TZVPD RIJCOSX def2/J DEFGRID3
* xyz 0 1
C -1.76 -1.31 -1.33
N -1.79 -1.47 -0.03
H -1.99 -0.40 -1.86
H -2.15 -2.11 -1.86
H -1.96 -0.51 0.54
C 1.21 1.84 0.45
S 2.13 0.23 -0.02
S 1.64 -0.83 1.68
H 1.78 2.63 1.01
H 0.96 2.28 -0.59
H 0.34 1.60 1.04
H 1.59 -1.93 0.95
*
```

## C
Here is a cluster of 2 separate species, C2H7NS2 in total from the OMol25 dataset. Energies are from ωB97M-V/def2-TZVPD.

Calculated values
molar mass = 109.22 g/mol
highest occupied orbital energy (alpha / beta) = -8.12 / -8.12 eV

The geometry in ORCA input format:
```
! wB97M-V def2-TZVPD RIJCOSX def2/J DEFGRID3
* xyz 0 1
C -0.79 -0.26 1.81
N -1.89 0.26 1.09
S -2.53 1.66 1.26
H -0.02 0.46 2.26
H -1.11 -1.09 2.53
H -0.21 -1.01 1.26
C 0.71 -0.16 -2.04
S 1.35 0.18 -0.38
H 1.38 -0.84 -2.58
H 0.72 0.79 -2.51
H -0.33 -0.35 -2.07
H 2.74 0.35 -0.63
*
```

## D
Here is a cluster of 2 separate species, C2H7NS2 in total from the OMol25 dataset. Energies are from ωB97M-V/def2-TZVPD.

Calculated values
molar mass = 109.22 g/mol
highest occupied orbital energy = -8.58 eV

The geometry in ORCA input format:
```
! wB97M-V def2-TZVPD RIJCOSX def2/J DEFGRID3
* xyz 0 1
C -3.21 2.61 -0.51
N -2.02 2.30 -0.84
H -3.45 3.55 0.00
H -4.03 2.02 -0.93
H -1.86 1.30 -0.74
C 2.94 -1.75 -0.14
S 1.85 -2.53 1.09
S 0.68 -0.87 1.71
H 3.62 -2.57 -0.39
H 2.37 -1.46 -1.02
H 3.43 -0.89 0.31
H -0.34 -1.71 1.47
*
```

The relative energies come out as A 0.0; B 24.2; C 39.3; D 17.0, with values in kcal/mol.

## A
Here is a structure of composition C3H12NO3S from the OMol25 dataset. Energies are from ωB97M-V/def2-TZVPD.

Calculated values
molar mass = 142.20 g/mol
highest occupied orbital energy = -4.45 eV

The geometry in ORCA input format:
```
! wB97M-V def2-TZVPD RIJCOSX def2/J DEFGRID3
* xyz -1 1
C 0.54 1.23 1.30
O 1.88 0.87 1.22
C -0.40 0.28 0.42
C -1.62 0.03 1.26
S -2.94 -0.72 0.16
N 0.15 -1.03 0.04
H 0.31 1.21 2.37
H 0.37 2.27 0.95
H -0.64 0.97 -0.39
H -2.25 0.84 1.64
H -1.33 -0.63 2.10
H -2.44 -1.72 -0.58
H 0.33 -1.51 0.92
H 1.08 -0.82 -0.32
H 2.17 0.03 -2.35
H 0.71 -0.35 -2.40
O 1.52 -0.47 -2.93
H 2.33 0.51 0.15
H 2.87 1.44 -1.21
O 2.92 0.52 -0.90
*
```

## B
Here is a cluster of 3 separate species, C3H12NO3S in total from the OMol25 dataset. Energies are from ωB97M-V/def2-TZVPD.

Calculated values
molar mass = 142.20 g/mol
highest occupied orbital energy = -5.12 eV

The geometry in ORCA input format:
```
! wB97M-V def2-TZVPD RIJCOSX def2/J DEFGRID3
* xyz -1 1
C 1.44 0.75 0.25
O 1.21 1.08 -1.06
C 0.44 -0.44 0.71
C 1.39 -1.58 1.30
S 0.32 -3.01 1.60
N -0.36 -0.94 -0.39
H 2.49 0.50 0.51
H 1.25 1.67 0.87
H -0.24 -0.06 1.49
H 1.90 -1.34 2.22
H 2.17 -1.69 0.53
H -0.18 -3.04 0.35
H 0.08 -0.69 -1.27
H -1.16 -0.30 -0.39
H -2.35 1.65 -0.98
H -3.16 0.31 -0.54
O -3.34 1.22 -0.82
H 0.20 1.57 -1.10
H -1.06 2.16 -2.13
O -1.02 2.19 -1.16
*
```

The relative energies come out as A 8.4; B 0.0, with values in kcal/mol.